# 1
Molecular formula: C32H35AsNO5Ru
Method: DFT, the ωB97M-V functional and the def2-TZVPD basis

```
! wB97M-V def2-TZVPD RIJCOSX def2/J DEFGRID3
* xyz 1 5
Ru 1.3502 -1.6117 0.2142
O 3.4134 -4.4067 -1.2952
C 3.1579 -3.2441 -1.2021
O 1.8936 -2.7688 -1.2265
C 4.2418 -2.1707 -1.0609
C 3.8191 -0.8030 -1.6096
C 5.0243 0.1159 -1.7804
C 5.3653 0.4727 -0.3119
C 4.2913 -0.3004 0.4458
O 3.1528 -0.2153 -0.4553
C 4.6064 -1.8100 0.4252
C 3.8454 -2.5219 1.5478
O 4.3793 -3.1941 2.3769
O 2.5145 -2.2697 1.5910
H 5.1257 -2.5584 -1.5620
H 3.1201 -0.8402 -2.4403
H 4.7394 1.0013 -2.3456
H 5.8397 -0.3747 -2.3081
H 5.2758 1.5414 -0.1279
H 6.3638 0.1603 -0.0129
H 4.0049 0.0976 1.4170
H 5.6601 -2.0014 0.6085
C -6.1336 -2.4502 1.4440
C -4.8218 -1.9004 0.9685
C -4.6770 -0.5613 0.6383
C -3.4705 -0.0309 0.1910
C -3.4646 1.4253 -0.1978
C -2.3687 -0.8915 0.0876
As -0.6071 -0.2649 -0.3966
N 0.2648 -0.2384 1.2536
C -0.0639 0.1174 2.4993
C -1.1404 0.9987 2.7808
C -1.4277 1.3430 4.0774
C -0.6648 0.8244 5.1281
C 0.3931 -0.0483 4.8713
C 0.6989 -0.4055 3.5803
C -0.5908 1.3741 -1.4193
C 0.0249 2.5536 -0.9987
C 0.7401 2.7053 0.3164
C -0.0296 3.6534 -1.8516
C -0.6372 3.5993 -3.0966
C -0.6755 4.7977 -3.9988
C -1.1895 2.3886 -3.5069
C -1.1738 1.2677 -2.6934
C -1.7401 -0.0300 -3.2080
C -2.4851 -2.2575 0.4028
C -1.3462 -3.2413 0.3107
C -3.7133 -2.7306 0.8396
H -6.8993 -1.6778 1.4805
H -6.0327 -2.8804 2.4413
H -6.4802 -3.2441 0.7811
H -5.5311 0.1001 0.7259
H -4.2739 1.9439 0.3134
H -3.6291 1.5394 -1.2723
H -2.5353 1.9457 0.0243
H -1.7258 1.3909 1.9629
H -2.2469 2.0164 4.2900
H -0.9003 1.0982 6.1476
H 0.9728 -0.4497 5.6912
H 1.5017 -1.0977 3.3598
H 1.3534 1.8367 0.5537
H 0.0437 2.8646 1.1436
H 1.3983 3.5711 0.2734
H 0.4342 4.5789 -1.5304
H -0.2067 5.6619 -3.5322
H -1.7043 5.0607 -4.2483
H -0.1560 4.5919 -4.9357
H -1.6379 2.3141 -4.4910
H -2.1462 0.1060 -4.2083
H -2.5453 -0.4209 -2.5830
H -0.9656 -0.8009 -3.2740
H -0.7930 -3.1723 -0.6281
H -1.7279 -4.2587 0.3744
H -0.6442 -3.1309 1.1473
H -3.8081 -3.7827 1.0827
*
```

Properties
- Energy: -4001.75059 hartree
- Molar mass: 689.626 g/mol
- <S²>: 6.055
- HOMO-LUMO gap (spin up / spin down): 8.343 / 6.240 eV

---

# 2
Molecular formula: C32H35BN10O4S2Ti
Method: DFT, the ωB97M-V functional and the def2-TZVPD basis

```
! wB97M-V def2-TZVPD RIJCOSX def2/J DEFGRID3
* xyz -1 2
Ti -0.8492 0.2209 0.2721
C -1.0965 -3.4856 1.3573
C -0.9996 -3.1364 -0.0849
C -0.9156 -4.0491 -1.1484
C -0.7805 -3.2856 -2.2847
C -0.6204 -3.7223 -3.7011
N -0.7859 -1.9897 -1.9114
N -0.9239 -1.8979 -0.5554
B -0.8462 -0.7573 -2.8039
N -2.1753 -0.0026 -2.5623
N -2.5474 0.3069 -1.2892
C -3.8240 0.6792 -1.3321
C -4.6191 1.1033 -0.1451
C -4.2836 0.6194 -2.6563
C -3.2140 0.1657 -3.4018
C -3.1351 -0.1138 -4.8646
N 0.3663 0.1591 -2.5057
N 0.9470 0.1416 -1.2762
C 2.1245 0.7556 -1.3990
C 3.1324 0.9040 -0.3103
C 2.3003 1.1779 -2.7249
C 1.1653 0.7782 -3.3959
C 0.7979 0.9347 -4.8314
H -1.3910 -4.5334 1.4449
H -0.1189 -3.3625 1.8310
H -1.8154 -2.8639 1.8802
H -0.9182 -5.1225 -1.0781
H -0.5799 -4.8101 -3.7389
H -1.4493 -3.3907 -4.3283
H 0.3002 -3.3317 -4.1348
H -0.8073 -1.0760 -3.9554
H -4.4221 0.4917 0.7305
H -4.3904 2.1312 0.1352
H -5.6804 1.0359 -0.3919
H -5.2769 0.8429 -3.0048
H -4.0610 0.2010 -5.3442
H -2.3061 0.4149 -5.3350
H -2.9922 -1.1777 -5.0588
H 3.1421 0.0174 0.3238
H 4.1193 1.0036 -0.7644
H 2.9643 1.7953 0.2971
H 3.1566 1.6859 -3.1347
H 1.5415 1.5511 -5.3344
H 0.7464 -0.0301 -5.3371
H -0.1755 1.4143 -4.9434
O -1.4129 1.0598 3.6238
S -2.2513 0.6036 2.5410
O -3.6198 0.3212 2.8846
O -2.1335 1.5281 1.3368
O -1.6129 -0.6528 1.8675
C 2.0439 0.7580 3.5020
C 1.2596 0.1793 2.4870
N 0.7075 0.9174 1.5463
C 0.8762 2.2586 1.5449
C 1.6156 2.9188 2.5258
C 2.2046 2.1186 3.5278
C 1.7769 4.3417 2.4575
C 1.2549 5.0529 1.4340
C 0.5170 4.3973 0.3932
C -0.0147 5.0739 -0.7207
C -0.7049 4.3740 -1.6792
C -0.8869 2.9893 -1.5178
N -0.3959 2.3409 -0.4851
C 0.3032 3.0158 0.4553
H 2.4901 0.1057 4.2397
H 1.0942 -0.8917 2.4388
H 2.7872 2.5963 4.3065
H 2.3387 4.8332 3.2420
H 1.3838 6.1264 1.3797
H 0.1315 6.1437 -0.8076
H -1.1254 4.8598 -2.5485
H -1.4519 2.4055 -2.2335
C 0.9720 -2.9919 5.3968
C 2.1694 -2.9743 4.4875
C 3.4657 -3.0717 4.9820
C 4.4737 -2.9817 4.0272
N 4.2604 -2.8278 2.7379
C 2.9650 -2.7692 2.3237
S 2.6109 -2.5404 0.6696
N 1.9236 -2.8285 3.1958
H 1.1772 -3.5356 6.3197
H 0.1251 -3.4427 4.8834
H 0.6856 -1.9721 5.6636
H 3.6754 -3.2007 6.0344
H 5.5181 -3.0315 4.3331
*
```

Properties
- Energy: -3760.04626 hartree
- Molar mass: 746.511 g/mol
- <S²>: 0.753
- HOMO-LUMO gap (spin up / spin down): 5.676 / 5.678 eV

---

# 3
Molecular formula: C32H35BrF4O3P2SrTe
Method: DFT, the ωB97M-V functional and the def2-TZVPD basis

```
! wB97M-V def2-TZVPD RIJCOSX def2/J DEFGRID3
* xyz 0 1
Sr -0.1242 -0.0563 1.5186
C 2.1060 0.2761 2.8879
C 2.7586 -0.3050 1.7662
C 2.7495 0.6475 0.7181
C 2.0854 1.8169 1.1874
C 1.6930 1.5893 2.5333
C 0.9843 2.5407 3.4513
C 1.9469 3.1013 0.4255
C 3.5761 0.5613 -0.5277
C 3.4590 -1.6299 1.7366
C 1.9763 -0.3054 4.2671
H 1.5541 2.6923 4.3726
H -0.0068 2.1809 3.7579
H 0.8364 3.5196 2.9966
H 2.9230 3.4940 0.1241
H 1.4637 3.8693 1.0303
H 1.3578 3.0020 -0.4885
H 4.6172 0.8383 -0.3235
H 3.2186 1.2306 -1.3138
H 3.6022 -0.4497 -0.9377
H 4.5053 -1.5225 1.4333
H 3.0102 -2.3459 1.0445
H 3.4626 -2.0957 2.7237
H 2.7549 0.0721 4.9388
H 2.0573 -1.3951 4.2681
H 1.0165 -0.0594 4.7298
F -4.2021 -3.4928 -4.6958
C -3.1868 -3.0115 -3.9925
C -1.8963 -3.4369 -4.2543
F -1.6736 -4.3280 -5.2138
C -0.8457 -2.9162 -3.5133
F 0.3782 -3.3469 -3.8334
C -1.0349 -1.9824 -2.5031
P 0.3833 -1.2458 -1.5619
C 1.1285 -0.1527 -2.8082
C 0.7935 1.1929 -2.6479
C 1.2626 2.1481 -3.5320
C 2.0840 1.7669 -4.5839
C 2.4024 0.4292 -4.7648
C 1.9137 -0.5332 -3.8925
C 1.4034 -2.7309 -1.2991
C 0.7921 -3.7267 -0.5320
C 1.4874 -4.8639 -0.1592
C 2.8156 -5.0147 -0.5366
C 3.4342 -4.0246 -1.2817
C 2.7354 -2.8861 -1.6598
C -2.3492 -1.5678 -2.2625
Br -2.7640 -0.2914 -0.9399
C -3.4074 -2.0726 -2.9966
F -4.6592 -1.6808 -2.7717
H 0.1658 1.4941 -1.8169
H 0.9995 3.1883 -3.3898
H 2.4690 2.5110 -5.2691
H 3.0277 0.1278 -5.5952
H 2.1405 -1.5767 -4.0694
H -0.2463 -3.6168 -0.2285
H 0.9964 -5.6270 0.4307
H 3.3670 -5.8980 -0.2422
H 4.4722 -4.1308 -1.5696
H 3.2437 -2.1187 -2.2265
C -2.0750 4.6675 2.6022
C -3.3858 3.9205 2.6593
O -3.1983 2.6291 3.2876
P -2.9385 1.3396 2.3804
O -1.8976 1.6024 1.3192
Te -2.3940 -0.4776 3.8109
O -4.2894 1.1071 1.5520
C -5.5345 0.7923 2.1966
C -6.5848 0.6096 1.1287
H -2.2288 5.6608 2.1755
H -1.3618 4.1277 1.9808
H -1.6553 4.7817 3.6014
H -3.8182 3.7798 1.6659
H -4.1190 4.4343 3.2807
H -5.7882 1.6066 2.8811
H -5.3921 -0.1185 2.7846
H -6.6992 1.5197 0.5400
H -7.5449 0.3708 1.5866
H -6.3092 -0.2050 0.4589
*
```

Properties
- Energy: -5421.18725 hartree
- Molar mass: 900.693 g/mol
- HOMO-LUMO gap: 6.912 eV